Record 1
This record from OMol25 describes a structure of composition C14H16N2O4S. The level of theory is ωB97M-V/def2-TZVPD.

Geometry (Å):
C (-3.7706, 0.4228, -0.6618)
H (-3.5686, 0.1480, -1.8104)
O (-2.8334, 0.0880, 0.0784)
C (-1.4129, 0.4789, -0.0683)
C (-0.3720, 0.0309, 0.8367)
C (0.8758, 0.3801, 1.0259)
C (1.3992, 1.1727, 0.0789)
C (0.4222, 1.4476, -1.2158)
C (-0.9473, 1.1042, -1.1384)
O (-1.7523, 1.6236, -2.1482)
C (-2.1270, 2.8733, -2.2431)
H (-2.3682, 3.2844, -1.4130)
H (-2.5210, 3.1008, -3.2029)
H (-1.1184, 3.4655, -2.5812)
O (0.8649, 2.1790, -2.3170)
C (2.2391, 2.5571, -2.1956)
H (2.6844, 3.3046, -1.5119)
H (2.3504, 3.0895, -3.2043)
H (2.6876, 1.6606, -2.4574)
H (2.2704, 1.3889, -0.0064)
C (1.7671, -0.1603, 1.9797)
C (2.6910, -1.0114, 1.5672)
O (3.7203, -0.5860, 1.0187)
N (2.3647, -2.2617, 1.3317)
C (1.1812, -3.1625, 1.3336)
N (0.3583, -2.5855, 2.3191)
C (-0.3641, -3.5419, 2.5058)
C (-0.5077, -4.7705, 1.7630)
S (1.1347, -4.6086, 0.9862)
H (-0.9259, -5.5477, 1.8052)
H (-1.4570, -3.4714, 3.1516)
H (3.1398, -2.8670, 0.4987)
H (1.1567, -0.6017, 2.8154)
H (2.3911, 0.7911, 2.4428)
H (-0.8797, -0.5676, 1.8126)
H (-4.1561, 1.4045, -0.6798)
H (-4.6167, -0.2520, -0.4956)

Cartesian forces, eV/Å:
C -5.593 -0.680 -8.581
H -0.379 0.755 1.888
O 10.048 -1.630 6.568
C -1.014 -2.698 2.444
C -9.233 -3.154 4.237
C 1.032 1.174 -2.785
C -12.517 -0.608 -6.045
C 3.186 0.346 3.566
C 1.318 3.942 -3.408
O 0.446 -6.074 -0.021
C 6.204 2.613 -6.007
H -2.731 2.990 5.285
H -2.001 -0.286 -0.271
H -1.506 -0.404 1.249
O -1.020 -0.290 2.979
C -0.598 2.246 -4.292
H -0.944 -1.049 0.626
H 0.043 -0.298 1.231
H 2.119 -1.625 0.770
H 10.472 2.823 -0.898
C -3.047 6.143 9.123
C 5.481 -1.679 -5.514
O 0.348 -0.367 1.091
N 2.099 -9.277 -5.918
C 4.031 13.704 5.789
N 4.020 1.402 -3.261
C -13.249 -7.202 3.388
C 10.277 13.743 -0.024
S -1.918 -8.663 -3.143
H -6.161 -11.002 0.918
H 3.184 0.373 -1.046
H -2.464 3.217 3.591
H 0.670 0.617 -0.589
H -1.542 -2.314 -0.901
H 1.307 1.403 -2.909
H -0.165 1.668 0.362
H -0.202 0.141 0.511

ΔE to the lowest compared entry with this formula, charge and spin (kJ/mol): 1618.21
HOMO level (hartree): -0.2925
Frontier orbital gap (eV): 7.7

---

Record 2
This record from OMol25 describes a structure of composition C23H28N11O6S4Zn. The level of theory is ωB97M-V/def2-TZVPD.

Geometry (Å):
Zn (-0.6367, 1.1366, -0.6286)
N (-0.7523, -2.9101, 2.1162)
C (-1.9189, -2.4142, 1.6414)
N (-2.0517, -1.6015, 0.6641)
C (-3.3577, -1.3840, 0.3400)
C (-4.2590, -2.0572, 1.1136)
S (-3.4542, -3.0094, 2.3095)
C (-3.7221, -0.5150, -0.7649)
C (-4.8857, -0.6652, -1.4584)
S (-5.0293, 0.5524, -2.6737)
C (-3.4572, 1.2039, -2.1299)
N (-2.9312, 0.5208, -1.1727)
N (-3.0087, 2.3485, -2.6366)
H (0.0643, -2.4090, 1.7869)
H (-0.7509, -3.2123, 3.0784)
H (-5.3295, -2.0409, 1.0883)
H (-5.6586, -1.3955, -1.3321)
H (-3.3133, 2.6463, -3.5465)
H (-2.0854, 2.6627, -2.3294)
O (-0.5675, 0.0549, -2.5273)
C (-0.0834, 0.3232, -3.6287)
C (0.5343, -0.7855, -4.4636)
C (2.0594, -0.6523, -4.4370)
C (2.5820, 0.3724, -5.4413)
C (2.1349, 1.8033, -5.1496)
C (0.6256, 1.9775, -5.3187)
N (-0.1208, 1.5457, -4.1579)
H (0.1720, -0.7426, -5.4925)
H (0.2299, -1.7328, -4.0173)
H (2.5045, -1.6244, -4.6647)
H (2.3643, -0.3745, -3.4268)
H (2.2488, 0.0917, -6.4486)
H (3.6731, 0.3369, -5.4478)
H (2.6419, 2.4775, -5.8437)
H (2.3915, 2.1147, -4.1325)
H (0.2786, 1.4361, -6.2076)
H (0.3925, 3.0347, -5.4518)
H (-0.2687, 2.2897, -3.4436)
O (1.8992, 3.6014, -2.4617)
S (0.9333, 3.0968, -1.5120)
O (-0.4430, 3.1462, -2.1021)
O (1.2274, 1.6957, -1.1726)
O (0.9194, 3.9182, -0.2685)
O (-1.0095, 4.5308, 1.6174)
S (-1.0596, 3.8393, 0.3185)
N (-1.3049, 2.3622, 0.5394)
C (0.7906, 1.8487, 2.3798)
C (1.1546, 0.5380, 1.8151)
N (0.6151, -0.0215, 0.7571)
C (1.3134, -1.1598, 0.4964)
C (2.2858, -1.3222, 1.4328)
N (2.1820, -0.2372, 2.2745)
C (2.8999, -0.1131, 3.5091)
N (2.5378, -1.1757, 4.4066)
N (3.4700, -2.0191, 4.9048)
N (2.9180, -2.8958, 5.6474)
C (1.5752, -2.6804, 5.6665)
C (0.5328, -3.3543, 6.3071)
C (-0.7406, -2.8666, 6.1098)
C (-0.9995, -1.7470, 5.3118)
C (0.0136, -1.0670, 4.6591)
C (1.3016, -1.5495, 4.8524)
H (-0.2771, 2.0251, 2.2104)
H (1.2859, 2.6285, 1.7954)
H (1.0516, 1.9625, 3.4305)
H (1.0624, -1.7619, -0.3501)
H (3.0200, -2.0844, 1.6015)
H (2.6674, 0.8577, 3.9637)
H (3.9820, -0.1996, 3.3513)
H (0.7300, -4.2106, 6.9330)
H (-1.5746, -3.3680, 6.5768)
H (-2.0168, -1.3975, 5.2117)
H (-0.1981, -0.2230, 4.0225)

Cartesian forces, eV/Å:
Zn -0.357 -2.109 -0.651
N 0.392 -0.196 0.045
C -1.042 -0.601 0.606
N 0.763 0.381 -0.538
C -0.668 -0.546 0.680
C 0.184 0.113 -0.018
S 0.483 0.292 -0.391
C -1.009 -0.066 -0.676
C 0.242 0.178 0.008
S 0.528 0.210 0.283
C -1.505 -0.543 -0.325
N 0.773 -0.067 0.415
N 0.504 0.482 -0.205
H 0.060 -0.092 0.229
H 0.158 0.106 -0.107
H -0.206 0.173 -0.074
H -0.033 -0.258 0.034
H -0.034 -0.068 0.075
H -0.081 0.168 0.003
O 0.025 -0.201 0.717
C -0.182 -0.351 -1.006
C 0.008 0.065 0.363
C 0.049 -0.083 -0.301
C 0.121 0.136 0.242
C -0.085 -0.104 -0.240
C 0.263 -0.077 -0.095
N 0.041 0.211 0.368
H -0.050 -0.028 -0.040
H -0.079 0.095 -0.024
H -0.004 -0.008 0.053
H 0.113 -0.012 0.077
H 0.028 -0.038 0.004
H 0.066 -0.029 -0.012
H 0.037 0.052 0.000
H 0.067 0.011 -0.116
H 0.001 0.115 -0.030
H -0.032 -0.069 -0.020
H -0.235 -0.214 -0.225
O 0.214 0.111 -0.274
S 1.555 2.073 -0.761
O 0.186 0.058 -0.450
O 0.407 -0.748 -0.020
O 1.196 -0.162 -0.364
O 0.286 0.551 0.014
S -2.786 -0.658 2.080
N -0.724 1.942 0.414
C -0.019 0.166 0.159
C -0.070 0.124 0.161
N -0.206 0.212 0.066
C 0.405 -0.082 0.160
C 0.004 -0.296 -0.211
N -0.031 -0.033 -0.190
C 0.280 0.439 -0.052
N -0.355 -0.576 0.582
N 0.245 0.272 -0.251
N 0.542 -0.335 0.150
C -0.777 0.941 -0.585
C 0.084 0.122 -0.090
C 0.028 -0.374 0.223
C 0.257 0.446 -0.231
C -0.389 0.032 0.102
C 0.431 -0.673 0.476
H 0.122 0.016 0.117
H 0.015 0.081 0.065
H 0.048 -0.040 0.069
H -0.004 -0.274 -0.243
H 0.124 -0.171 -0.045
H 0.106 -0.251 -0.210
H -0.270 0.051 0.058
H 0.001 -0.094 0.028
H -0.079 -0.034 0.096
H -0.067 -0.005 -0.098
H -0.060 0.142 -0.045

ΔE to the lowest compared entry with this formula, charge and spin (kJ/mol): 137.69
HOMO level (hartree): -0.1516
Total charge: -1
Frontier orbital gap (eV): 6.1

---

Record 3
This record from OMol25 describes a structure of composition C6H14CuIN2O2. The level of theory is ωB97M-V/def2-TZVPD.

Geometry (Å):
Cu (0.7542, -1.5788, -3.3578)
I (-0.6783, -0.4413, -1.1225)
C (4.8218, -2.1974, -1.0595)
C (3.4015, -1.5231, -1.1268)
O (2.6051, -1.8098, -1.9662)
N (3.0838, -0.4405, -0.3002)
C (4.0342, 0.2869, 0.4616)
H (5.1331, -2.7724, -1.9317)
H (4.7993, -3.0074, -0.3304)
H (5.5478, -1.4186, -0.8260)
H (2.1880, -0.0432, -0.5446)
H (4.7810, 0.9107, -0.0296)
H (4.6103, -0.4198, 1.0590)
H (3.3269, 0.8683, 1.0531)
C (-5.5911, 0.5567, -0.0913)
C (-4.7196, 1.3344, 0.8903)
O (-5.2728, 2.1436, 1.6015)
N (-3.4316, 1.0205, 0.9048)
C (-2.4348, 1.6376, 1.7646)
H (-6.5418, 0.1802, 0.2864)
H (-5.1253, -0.3892, -0.3677)
H (-5.7534, 1.0775, -1.0350)
H (-3.1026, 0.5727, 0.0614)
H (-1.5407, 1.0168, 1.7064)
H (-2.6701, 1.7672, 2.8209)
H (-2.2252, 2.6685, 1.4794)

Cartesian forces, eV/Å:
Cu 0.548 0.200 1.290
I 0.257 -0.298 -0.646
C -1.256 0.353 0.489
C 2.649 2.261 1.869
O -3.060 -1.736 -3.110
N 0.932 -2.799 -2.359
C -0.260 0.156 1.443
H -0.544 0.689 -0.537
H 0.049 0.437 0.675
H 0.129 -0.380 0.153
H 0.266 0.205 0.077
H -0.425 0.152 -0.599
H -0.231 0.220 0.444
H 1.054 0.508 0.733
C 0.608 -1.244 -0.734
C -3.381 0.165 -0.331
O 0.702 0.419 0.682
N 1.686 -0.346 0.190
C 0.322 0.543 -0.080
H -0.024 0.856 0.447
H 0.468 -0.094 -0.184
H -0.104 0.323 0.206
H -0.022 -0.125 0.408
H 0.100 0.218 0.024
H -0.710 -0.691 -0.122
H 0.246 0.007 -0.426

ΔE to the lowest compared entry with this formula, charge and spin (kJ/mol): 137.02
HOMO level (alpha / beta) (hartree): -0.4280 / -0.4276
Total charge: +1
Frontier orbital gap (alpha / beta) (eV): 6.3 / 3.5
Multiplicity: 2

---

| no. | electronic energy (Eh) |
| --- | --- |
| 1 | -1351.1850 |
| 2 | -5319.2595 |
| 3 | -2434.8773 |